Record 1
This record from OMol25 describes a structure of composition C29H29N5O4Ta at a distorted geometry. The level of theory is the ωB97M-V functional and the def2-TZVPD basis.

Properties
lowest unoccupied orbital energy = -9.6 eV
total charge = +3
HOMO-LUMO gap = 7.18 eV

Geometry as XYZ:
```
68
Properties=species:S:1:pos:R:3:lowdin_charge:R:1
Ta -0.079 -0.085 0.622 1.968
O -1.001 -0.975 -0.790 -0.261
C -1.349 -2.285 -0.991 -0.261
C -1.502 -2.731 -2.290 0.013
C -1.949 -4.051 -2.486 0.023
C -2.273 -4.895 -1.377 -0.031
C -2.100 -4.446 -0.116 -0.001
C -1.666 -3.111 0.103 -0.135
C -1.665 -2.645 1.452 -0.001
N -1.240 -1.452 1.782 -0.117
C -1.682 -0.972 3.115 -0.153
C -0.601 -0.084 3.728 -0.135
N 0.550 -0.188 2.765 -0.102
C 1.636 -0.771 3.287 -0.004
C 2.527 -1.585 2.529 -0.118
C 3.444 -2.462 3.211 0.005
C 4.268 -3.337 2.543 -0.036
C 4.253 -3.391 1.132 0.012
C 3.221 -2.731 0.457 0.010
C 2.353 -1.907 1.151 -0.243
O 1.370 -1.320 0.382 -0.212
H -1.402 -2.109 -3.140 0.101
H -1.979 -4.483 -3.496 0.135
H -2.752 -5.844 -1.625 0.133
H -2.353 -5.094 0.738 0.144
H -2.154 -3.267 2.304 0.190
H -1.927 -1.795 3.778 0.127
H -2.629 -0.403 3.094 0.140
H -0.197 -0.314 4.746 0.147
H -0.985 0.912 3.707 0.094
H 1.899 -0.629 4.354 0.163
H 3.497 -2.449 4.319 0.142
H 4.993 -3.898 3.130 0.131
H 5.039 -3.895 0.554 0.137
H 2.989 -2.863 -0.606 0.137
C 3.253 3.653 0.182 0.042
N 2.502 2.757 -0.719 -0.006
C 2.723 2.769 -2.101 0.046
C 2.276 1.766 -2.903 0.041
C 1.245 0.930 -2.419 -0.242
N 0.957 0.977 -1.074 0.058
C 1.649 1.763 -0.285 -0.485
O 1.388 1.578 0.946 -0.071
N 0.549 0.009 -3.159 0.227
H 2.894 3.339 1.189 0.110
H 2.955 4.680 0.081 0.099
H 4.353 3.533 -0.026 0.136
H 3.253 3.660 -2.480 0.171
H 2.716 1.779 -3.914 0.152
H 0.606 0.195 -4.145 0.131
H -0.368 -0.298 -2.841 0.087
C -1.464 3.757 1.191 0.032
C -1.725 2.457 0.538 -0.286
O -1.446 1.368 1.193 -0.139
C -2.307 2.492 -0.780 -0.183
C -2.073 3.640 -1.622 -0.005
C -2.642 3.711 -2.871 -0.046
C -3.469 2.674 -3.394 0.029
C -3.681 1.538 -2.538 -0.030
C -3.162 1.541 -1.278 -0.044
H -1.349 3.609 2.299 0.130
H -2.352 4.376 0.954 0.130
H -0.517 4.192 0.834 0.114
H -1.376 4.451 -1.314 0.134
H -2.483 4.601 -3.531 0.140
H -3.711 2.643 -4.480 0.139
H -4.308 0.733 -2.907 0.124
H -3.439 0.682 -0.692 0.125
```

***

Record 2
This record from OMol25 describes a cluster of 2 separate species, C29H29NO2 in total at a distorted geometry. The level of theory is the ωB97M-V functional and the def2-TZVPD basis.

Properties
lowest unoccupied orbital energy = -3.3 eV
total charge = 0
HOMO-LUMO gap = 2.88 eV

Geometry as XYZ:
```
61
Properties=species:S:1:pos:R:3:lowdin_charge:R:1
C -6.054 -0.568 1.812 -0.062
N -5.055 0.044 2.694 -0.231
C -5.538 0.495 4.007 -0.065
C -3.667 -0.002 2.376 -0.209
C -3.051 1.024 1.625 0.024
C -1.713 0.998 1.356 0.008
C -0.899 -0.060 1.807 -0.121
C 0.551 -0.016 1.754 0.059
C 1.396 -1.163 1.979 -0.113
C 2.618 -0.740 2.543 -0.092
C 3.553 -1.668 2.980 0.009
C 3.291 -3.007 2.794 -0.043
C 2.119 -3.431 2.164 -0.051
C 1.166 -2.527 1.761 0.004
C 2.611 0.701 2.562 -0.096
C 1.382 1.141 2.015 -0.084
C 1.137 2.517 1.913 0.015
C 2.091 3.402 2.357 -0.060
C 3.282 2.952 2.927 -0.051
C 3.550 1.607 3.034 0.004
C -1.530 -1.104 2.516 -0.003
C -2.862 -1.076 2.803 0.011
H -5.571 -0.943 0.911 0.090
H -6.548 -1.398 2.310 0.075
H -6.802 0.167 1.525 0.078
H -4.708 0.861 4.608 0.086
H -6.256 1.302 3.883 0.077
H -6.020 -0.321 4.541 0.074
H -3.654 1.847 1.282 0.123
H -1.267 1.782 0.773 0.109
H 4.451 -1.325 3.460 0.114
H 4.005 -3.735 3.140 0.109
H 1.963 -4.481 1.981 0.109
H 0.275 -2.841 1.243 0.125
H 0.225 2.877 1.474 0.102
H 1.914 4.461 2.259 0.108
H 3.997 3.664 3.303 0.108
H 4.453 1.243 3.488 0.114
H -0.919 -1.897 2.905 0.107
H -3.305 -1.869 3.383 0.122
C 1.843 0.876 -6.546 -0.065
C 1.317 0.147 -5.296 -0.526
C 0.586 -1.134 -5.726 -0.043
C 2.512 -0.204 -4.355 -0.073
C 2.106 -0.640 -2.970 -0.485
O 2.870 -1.349 -2.331 -0.001
C 0.859 -0.234 -2.446 0.024
C -0.066 0.547 -3.173 -0.492
O -1.178 0.801 -2.731 -0.006
C 0.329 1.075 -4.524 -0.077
H 2.361 1.795 -6.276 0.076
H 2.542 0.251 -7.100 0.079
H 1.030 1.139 -7.220 0.078
H 0.201 -1.668 -4.859 0.086
H -0.254 -0.902 -6.380 0.082
H 1.253 -1.805 -6.266 0.081
H 3.120 -0.995 -4.802 0.123
H 3.175 0.662 -4.271 0.125
H 0.582 -0.574 -1.467 0.083
H 0.777 2.061 -4.394 0.126
H -0.576 1.235 -5.114 0.122
```

***

Record 3
This record from OMol25 describes a structure of composition C29H29O3P2Tl at a distorted geometry. The level of theory is the ωB97M-V functional and the def2-TZVPD basis.

Properties
lowest unoccupied orbital energy = 0.2 eV
total charge = 0
HOMO-LUMO gap = 8.39 eV

Geometry as XYZ:
```
64
Properties=species:S:1:pos:R:3:lowdin_charge:R:1
Tl 3.173 2.938 0.987 0.859
C 5.346 3.087 -1.709 -0.022
C 4.206 2.130 -2.095 -0.513
C 4.091 1.931 -3.575 -0.018
O 2.998 2.842 -1.662 -0.184
C 4.260 0.831 -1.250 -0.633
O 4.474 -0.217 -1.852 0.039
O 4.003 0.920 0.015 -0.263
H 5.128 4.065 -2.088 0.083
H 6.306 2.719 -2.127 0.110
H 5.520 3.089 -0.627 0.049
H 4.226 2.837 -4.141 0.085
H 3.124 1.537 -3.883 0.072
H 4.839 1.204 -3.909 0.099
H 2.204 2.332 -1.936 0.086
C -0.889 0.421 1.940 -0.536
P 0.824 0.556 1.237 0.974
C 1.619 -1.103 1.560 -0.375
C 2.666 -1.143 2.472 -0.109
C 3.386 -2.332 2.684 -0.083
C 3.030 -3.494 2.012 -0.074
C 1.940 -3.450 1.110 -0.072
C 1.213 -2.288 0.926 -0.122
C 0.426 0.521 -0.555 -0.381
C 1.248 -0.084 -1.493 -0.115
C 1.048 -0.018 -2.875 -0.080
C 0.045 0.792 -3.364 -0.089
C -0.828 1.421 -2.463 -0.079
C -0.643 1.294 -1.084 -0.100
P -1.910 -1.130 1.792 1.036
C -3.308 -0.687 2.839 -0.425
C -3.731 0.604 3.185 -0.094
C -4.930 0.757 3.896 -0.090
C -5.734 -0.313 4.223 -0.088
C -5.316 -1.588 3.843 -0.078
C -4.116 -1.758 3.182 -0.124
C -2.675 -0.894 0.127 -0.364
C -3.872 -0.166 -0.161 -0.067
C -4.350 -0.082 -1.470 -0.095
C -3.680 -0.664 -2.543 -0.088
C -2.569 -1.465 -2.243 -0.091
C -2.145 -1.627 -0.931 -0.133
H -1.424 1.298 1.527 0.029
H -0.784 0.574 3.056 0.065
H 3.015 -0.218 2.965 0.102
H 4.213 -2.315 3.399 0.105
H 3.572 -4.414 2.233 0.103
H 1.654 -4.361 0.560 0.110
H 0.319 -2.313 0.286 0.064
H 2.128 -0.632 -1.151 0.100
H 1.752 -0.546 -3.540 0.125
H -0.110 0.863 -4.417 0.097
H -1.672 1.940 -2.858 0.097
H -1.372 1.831 -0.498 0.094
H -3.171 1.464 2.838 0.093
H -5.254 1.742 4.211 0.101
H -6.644 -0.150 4.781 0.102
H -5.964 -2.432 4.046 0.103
H -3.833 -2.760 2.918 0.093
H -4.370 0.377 0.649 0.098
H -5.264 0.481 -1.597 0.098
H -4.085 -0.479 -3.535 0.104
H -2.075 -1.984 -3.090 0.117
H -1.276 -2.294 -0.775 0.091
```

***

- Look up the lowest unoccupied orbital energy of the second one.
  -3.3 eV